The following is a DFT calculation (ωB97M-V with the def2-TZVPD basis set) of a cluster of 2 separate species, C25H27BCl2NO3 in total in a non-equilibrium geometry.

The geometry in XYZ format:
```
59
Properties=species:S:1:pos:R:3
C 3.047 -6.263 1.964
C 2.804 -5.236 0.973
C 3.457 -4.995 -0.211
C 2.862 -3.823 -0.758
C 1.914 -3.371 0.146
B 1.112 -1.966 0.144
O -0.325 -2.020 0.342
C -0.685 -1.643 1.680
C 0.548 -1.240 2.474
N 1.611 -1.026 1.454
C 2.972 -1.217 1.998
C 1.506 0.322 0.801
C 1.953 0.093 -0.637
O 1.555 -1.223 -1.037
O 1.844 -4.284 1.190
H 3.783 -6.935 1.521
H 3.474 -5.863 2.883
H 2.163 -6.844 2.218
H 4.280 -5.570 -0.620
H 3.096 -3.344 -1.711
H -1.366 -0.777 1.625
H -1.200 -2.485 2.168
H 0.395 -0.313 3.041
H 0.853 -2.051 3.145
H 3.235 -0.336 2.597
H 2.982 -2.091 2.654
H 3.696 -1.335 1.183
H 0.451 0.651 0.836
H 2.131 1.054 1.315
H 1.448 0.827 -1.285
H 3.052 0.200 -0.726
Cl -0.348 4.909 4.964
C -0.842 3.971 3.619
C -1.576 2.789 3.814
C -1.960 2.026 2.713
C -1.574 2.379 1.387
C -1.850 1.518 0.251
C -2.072 2.067 -1.028
C -2.833 1.527 -2.065
C -2.850 1.976 -3.429
C -3.609 1.242 -4.384
C -3.610 1.572 -5.733
C -2.871 2.687 -6.167
Cl -2.806 3.058 -7.837
C -2.163 3.478 -5.246
C -2.160 3.132 -3.893
C -0.966 3.657 1.225
C -0.568 4.424 2.318
H -1.862 2.501 4.825
H -2.607 1.155 2.847
H -2.004 0.445 0.400
H -1.605 3.036 -1.235
H -3.446 0.651 -1.836
H -4.211 0.400 -4.035
H -4.147 0.968 -6.463
H -1.603 4.339 -5.607
H -1.636 3.770 -3.180
H -0.788 4.044 0.224
H -0.079 5.384 2.177
```

Properties
Net charge = +1
HOMO energy = -0.3427 Eh